[1]
Here is a molecular structure, C30H33CrN8O8S in a non-equilibrium geometry from OMol25. Energies are from ωB97M-V/def2-TZVPD.

Values from the calculation:
Kohn-Sham gap (alpha / beta)	6.13 / 6.72	eV
LUMO (alpha / beta)	-0.27584 / -0.25411	Eh
relative energy (zero: lowest compared OMol25 entry of this formula, charge and spin)	26.0	kJ/mol

The geometry in ORCA input format:
```
! wB97M-V def2-TZVPD RIJCOSX def2/J DEFGRID3
* xyz 2 2
Cr 0.035 1.070 -1.160
O 0.069 0.728 0.756
C 1.046 0.779 1.537
C 2.387 1.088 1.197
C 3.346 1.119 2.227
C 4.645 1.416 1.940
C 5.055 1.688 0.626
C 4.142 1.655 -0.393
C 2.785 1.357 -0.152
O 1.947 1.325 -1.145
N 5.635 1.433 3.028
O 5.223 1.229 4.152
O 6.788 1.643 2.716
H 0.844 0.556 2.589
H 3.065 0.906 3.251
H 6.095 1.922 0.445
H 4.443 1.849 -1.414
N 0.331 1.502 -3.336
N 0.236 2.877 -3.575
C 0.066 3.739 -2.551
N 0.107 5.030 -2.808
N -0.155 3.166 -1.359
N -0.419 3.947 -0.238
O -0.401 5.159 -0.314
O -0.657 3.318 0.767
H 1.298 1.192 -3.443
H -0.238 1.013 -4.019
H 0.496 3.228 -4.483
H 0.227 5.381 -3.745
H -0.060 5.678 -2.052
C -5.336 2.059 4.124
C -5.293 0.595 3.695
N -4.393 0.341 2.564
C -3.171 -0.406 2.825
C -2.148 0.397 3.624
C -4.822 0.740 1.347
O -5.889 1.296 1.155
C -3.967 0.460 0.133
C -4.561 -0.198 -0.940
C -3.845 -0.341 -2.118
C -2.563 0.161 -2.181
N -1.979 0.800 -1.155
C -2.691 0.962 -0.027
H -6.004 2.157 4.978
H -5.719 2.677 3.315
H -4.348 2.419 4.413
H -6.297 0.293 3.394
H -4.970 -0.035 4.524
H -2.739 -0.728 1.879
H -3.440 -1.302 3.390
H -1.820 1.280 3.071
H -1.282 -0.232 3.841
H -2.565 0.722 4.576
H -5.569 -0.578 -0.845
H -4.278 -0.832 -2.977
H -1.978 0.049 -3.084
H -2.218 1.524 0.764
O 0.161 -0.970 -1.378
S 1.001 -1.872 -0.452
C 0.429 -3.530 -0.773
C 0.030 -3.948 -2.032
C -0.366 -5.263 -2.200
C -0.360 -6.140 -1.121
C 0.047 -5.708 0.133
C 0.440 -4.392 0.316
C 2.609 -2.000 -1.242
C 3.686 -2.348 -0.442
C 4.948 -2.423 -1.011
C 5.119 -2.147 -2.359
C 4.027 -1.807 -3.150
C 2.762 -1.724 -2.591
H 0.020 -3.253 -2.862
H -0.673 -5.609 -3.177
H -0.678 -7.165 -1.259
H 0.054 -6.393 0.970
H 0.754 -4.036 1.290
H 3.534 -2.567 0.609
H 5.797 -2.697 -0.398
H 6.106 -2.198 -2.799
H 4.160 -1.624 -4.208
H 1.898 -1.463 -3.189
*
```

[2]
Here is a molecular structure, C30H33N4O5PdS2 from OMol25. Energies are from ωB97M-V/def2-TZVPD.

Values from the calculation:
Kohn-Sham gap (alpha / beta)	8.03 / 5.37	eV
LUMO (alpha / beta)	-0.07197 / -0.20101	Eh
relative energy (zero: lowest compared OMol25 entry of this formula, charge and spin)	94.7	kJ/mol

The geometry in ORCA input format:
```
! wB97M-V def2-TZVPD RIJCOSX def2/J DEFGRID3
* xyz 1 5
Pd -0.888 0.702 -1.145
O 0.761 1.124 0.413
S 1.962 0.253 0.037
C 2.618 -0.393 1.628
C 1.545 -0.521 2.702
C 0.352 -1.439 2.401
C 0.648 -2.828 1.829
S 0.888 -2.762 0.020
O -0.293 -1.973 -0.479
C 0.605 -4.477 -0.361
C 1.575 -5.141 -1.095
C 1.360 -6.462 -1.466
C 0.175 -7.092 -1.119
C -0.803 -6.412 -0.399
C -0.588 -5.101 -0.014
C 3.275 1.378 -0.386
C 3.027 2.733 -0.477
C 4.058 3.582 -0.859
C 5.313 3.067 -1.149
C 5.542 1.698 -1.073
C 4.518 0.843 -0.701
H 3.442 0.232 1.968
H 3.023 -1.373 1.365
H 1.153 0.473 2.926
H 2.059 -0.862 3.604
H -0.342 -0.940 1.723
H -0.191 -1.583 3.337
H -0.198 -3.490 2.011
H 1.541 -3.297 2.253
H 2.485 -4.627 -1.379
H 2.111 -6.992 -2.036
H 0.003 -8.118 -1.419
H -1.734 -6.904 -0.149
H -1.349 -4.559 0.535
H 2.030 3.102 -0.284
H 3.877 4.645 -0.944
H 6.112 3.730 -1.452
H 6.517 1.297 -1.318
H 4.686 -0.228 -0.667
C 0.292 3.735 2.410
N -0.608 3.604 1.294
C -0.321 4.281 0.066
C -1.701 2.639 1.401
C -2.690 2.756 0.287
C -3.756 3.648 0.410
C -4.614 3.856 -0.657
C -4.386 3.180 -1.849
C -3.322 2.294 -1.966
C -2.459 2.059 -0.898
H 0.703 4.741 2.442
H 1.115 3.025 2.268
H -0.223 3.496 3.337
H 0.548 4.920 0.194
H -1.197 4.865 -0.234
H -0.163 3.550 -0.747
H -2.127 2.757 2.401
H -1.206 1.658 1.372
H -3.914 4.177 1.346
H -5.448 4.539 -0.565
H -5.041 3.344 -2.695
H -3.162 1.791 -2.912
O 0.246 2.440 -2.379
C 1.032 1.597 -2.895
O 1.031 0.381 -2.610
H 1.760 1.969 -3.633
N -3.431 -2.489 1.271
C -2.956 -1.671 0.308
O -2.526 -0.553 0.523
C -2.985 -2.228 -1.080
C -2.536 -1.396 -2.115
N -2.147 -0.650 -2.906
C -3.447 -3.526 -1.338
N -3.792 -4.620 -1.481
H -3.922 -3.340 1.051
H -3.524 -2.111 2.199
*
```

[3]
Here is 2 unconnected molecules or ions with the total composition C30H33N6 in a non-equilibrium geometry from OMol25. Energies are from ωB97M-V/def2-TZVPD.

Values from the calculation:
Kohn-Sham gap	5.97	eV
LUMO	-0.12883	Eh
relative energy (zero: lowest compared OMol25 entry of this formula, charge and spin)	215.1	kJ/mol

The geometry in ORCA input format:
```
! wB97M-V def2-TZVPD RIJCOSX def2/J DEFGRID3
* xyz 1 1
C -1.704 -4.933 -1.541
N -1.692 -3.919 -0.495
C -0.613 -3.551 0.222
C -0.962 -2.509 1.109
C -0.092 -1.676 1.889
C -0.414 -0.307 2.171
C -1.153 0.537 1.316
N -1.284 1.758 1.898
C -2.133 2.797 1.363
C -0.556 1.793 3.095
C 0.046 0.524 3.270
C 0.712 0.283 4.475
C 0.656 1.234 5.501
C -0.023 2.456 5.323
C -0.615 2.763 4.094
C -2.386 -2.296 0.926
C -2.811 -3.165 -0.117
C -4.064 -3.103 -0.712
C -4.958 -2.182 -0.175
C -4.604 -1.352 0.901
C -3.323 -1.426 1.488
H -2.746 -5.098 -1.835
H -1.134 -4.629 -2.432
H -1.269 -5.873 -1.179
H 0.328 -4.053 0.053
H 0.983 -1.721 1.704
H -1.594 0.295 0.346
H -2.170 3.629 2.068
H -1.733 3.125 0.397
H -3.142 2.399 1.189
H 1.253 -0.656 4.608
H 1.135 1.036 6.463
H -0.076 3.165 6.143
H -1.110 3.704 3.917
H -4.283 -3.759 -1.565
H -5.964 -2.112 -0.585
H -5.299 -0.623 1.300
H -3.045 -0.830 2.365
C 0.952 -3.416 6.796
N 2.112 -3.898 6.048
C 2.901 -4.873 6.753
C 4.262 -5.160 6.160
N 4.363 -4.865 4.755
C 5.565 -5.366 4.135
C 5.865 -4.758 2.780
N 4.689 -4.412 2.032
C 4.944 -3.998 0.654
C 3.546 -4.032 2.660
C 2.546 -3.337 1.970
N 1.430 -2.907 2.626
C 1.235 -3.082 3.936
C 2.208 -3.766 4.696
C 3.385 -4.280 4.058
H 0.721 -2.363 6.553
H 0.044 -4.035 6.640
H 1.223 -3.486 7.867
H 2.974 -4.514 7.783
H 2.337 -5.822 6.809
H 5.008 -4.582 6.710
H 4.485 -6.216 6.332
H 6.415 -5.163 4.793
H 5.508 -6.451 4.002
H 6.485 -3.853 2.916
H 6.441 -5.430 2.142
H 4.036 -4.105 0.036
H 5.300 -2.949 0.585
H 5.736 -4.654 0.262
H 2.663 -3.006 0.922
H 0.326 -2.657 4.391
*
```

[4]
Here is a molecular structure, C30H33N7O2S6V in a non-equilibrium geometry from OMol25. Energies are from ωB97M-V/def2-TZVPD.

Values from the calculation:
Kohn-Sham gap (alpha / beta)	4.85 / 4.98	eV
LUMO (alpha / beta)	0.14473 / 0.14471	Eh
relative energy (zero: lowest compared OMol25 entry of this formula, charge and spin)	51.9	kJ/mol

The geometry in ORCA input format:
```
! wB97M-V def2-TZVPD RIJCOSX def2/J DEFGRID3
* xyz -2 4
V -0.530 -0.490 -0.592
C 3.365 -1.227 -2.072
C 2.066 -1.449 -1.350
N 1.347 -0.423 -1.021
N 1.909 0.842 -1.202
C 1.320 1.756 -0.484
S 0.067 1.494 0.662
S 1.923 3.417 -0.673
C 3.675 3.086 -1.060
C 4.509 2.907 0.181
C 4.393 1.742 0.942
C 5.133 1.582 2.105
C 6.006 2.580 2.528
C 6.121 3.744 1.783
C 5.374 3.904 0.619
C 1.577 -2.793 -0.986
C 2.035 -3.934 -1.650
C 1.597 -5.207 -1.325
C 0.677 -5.357 -0.285
C 0.224 -4.259 0.414
C 0.637 -2.951 0.088
O 0.204 -1.923 0.773
H 4.058 -0.663 -1.446
H 3.183 -0.625 -2.963
H 3.838 -2.166 -2.352
H 4.019 3.931 -1.656
H 3.656 2.186 -1.672
H 3.701 0.969 0.622
H 5.022 0.676 2.689
H 6.587 2.452 3.433
H 6.788 4.534 2.110
H 5.460 4.820 0.043
H 2.728 -3.821 -2.474
H 1.953 -6.066 -1.882
H 0.303 -6.344 -0.033
H -0.504 -4.362 1.211
S -4.007 -0.808 -2.835
C -3.422 0.486 -3.817
C -4.361 0.942 -4.842
N -5.128 1.282 -5.633
C -2.214 1.118 -3.771
S -0.857 0.926 -2.659
C -1.928 2.098 -4.801
N -1.676 2.857 -5.634
C 0.685 -0.586 3.650
C -0.788 -0.338 3.594
C -1.455 0.564 4.368
C -2.837 0.721 4.125
N -3.517 -0.019 3.285
C -2.863 -0.987 2.561
S -3.584 -2.073 1.527
N -1.487 -1.058 2.711
C -3.596 1.804 4.834
H 1.157 0.094 4.356
H 1.109 -0.435 2.656
H 0.883 -1.618 3.944
H -0.934 1.165 5.101
H -0.975 -1.668 2.040
H -3.398 1.778 5.910
H -4.661 1.684 4.650
H -3.279 2.781 4.459
C -2.940 3.545 0.406
S -3.397 2.068 -0.519
C -4.941 1.701 0.336
H -2.781 3.317 1.464
H -3.705 4.320 0.297
H -2.000 3.898 -0.018
H -5.616 2.563 0.302
H -4.769 1.397 1.368
H -5.386 0.866 -0.209
C -2.306 -3.906 -2.649
C -1.546 -2.624 -2.525
N -0.961 -2.120 -3.613
O -1.442 -2.096 -1.407
H -2.093 -4.415 -3.589
H -3.369 -3.664 -2.592
H -2.042 -4.544 -1.805
H -1.269 -2.461 -4.506
H -0.723 -1.120 -3.548
*
```